A) 10
Properties=species:S:1:pos:R:3:mulliken_charge:R:1 method="wB97M-V/def2-TZVPD" orbital_gap_ev="7.3983 / 7.6656" charge=0 e_homo_ev="-9.40 / -9.40" lumo_ev="-2.0 / -1.7" multiplicity=1
F 2.55 0.60 -0.33 -0.178
F 0.91 1.99 0.00 -0.173
N 0.96 -2.75 0.39 -0.402
C -0.05 -0.52 -0.05 0.085
C 0.41 -1.75 0.13 0.453
C 1.43 0.83 0.44 0.246
C -1.32 0.23 -0.13 -0.950
H -1.44 1.07 0.60 0.303
H -1.41 0.90 -1.06 0.279
H -2.04 -0.59 0.00 0.338

=====

B) 10
Properties=species:S:1:pos:R:3:mulliken_charge:R:1 method="wB97M-V/def2-TZVPD" orbital_gap_ev="7.8107 / 7.8095" charge=0 e_homo_ev="-8.59 / -8.59" lumo_ev="-0.8 / -0.8" multiplicity=1
F -1.98 -1.17 -1.85 -0.162
F 1.94 2.43 -0.50 -0.109
N -0.86 -0.90 -0.15 0.142
C 0.82 0.73 0.48 -0.168
C -1.43 -0.24 -1.11 -0.398
C 0.04 -0.37 0.66 0.077
C 1.40 1.27 -0.69 -0.313
H 0.16 -0.86 1.60 0.338
H 1.19 0.94 1.52 0.247
H -1.28 -1.82 0.03 0.346

=====

A) ends up most stable, edging out the next structure by 1.6 kcal/mol.

=====

A) 11
Properties=species:S:1:pos:R:3:mulliken_charge:R:1 method="wB97M-V/def2-TZVPD" orbital_gap_ev=9.6852 charge=0 e_homo_ev=-9.62 lumo_ev=0.1 multiplicity=1
N -0.06 1.41 1.78 -0.399
C 0.00 0.56 1.01 0.084
C 0.01 -0.29 -1.31 -0.227
C 0.06 -0.57 0.11 0.909
C -0.11 0.94 -1.79 -0.819
C 0.11 -1.81 0.63 -0.947
H 0.22 -1.95 1.68 0.320
H -0.27 1.81 -1.13 0.253
H 0.05 -2.72 0.01 0.271
H 0.10 -1.12 -1.97 0.311
H -0.11 1.13 -2.88 0.244

=====

B) 11
Properties=species:S:1:pos:R:3:mulliken_charge:R:1 method="wB97M-V/def2-TZVPD" orbital_gap_ev=9.5028 charge=0 e_homo_ev=-8.93 lumo_ev=0.6 multiplicity=1
N -1.58 -0.50 0.63 -0.509
C 0.90 -0.59 -0.79 -0.559
C 1.03 0.51 0.65 -0.287
C 1.98 0.11 -0.32 -0.084
C -2.02 0.08 -0.37 -0.261
C 0.25 -0.71 0.56 0.212
H 0.64 1.50 0.82 0.240
H -1.43 0.43 -1.23 0.268
H -3.09 0.25 -0.42 0.279
H 0.42 -1.58 1.17 0.310
H 2.90 0.50 -0.70 0.391

=====

A) ends up most stable, edging out the next structure by 107.8 kcal/mol.

=====

A) 11
Properties=species:S:1:pos:R:3:mulliken_charge:R:1 method="wB97M-V/def2-TZVPD" orbital_gap_ev=11.2846 charge=0 e_homo_ev=-10.54 lumo_ev=0.7 multiplicity=1
N -3.14 -0.40 -0.91 -0.388
C 1.51 0.19 -0.03 -0.473
C 2.65 -0.16 0.10 0.174
C 0.12 0.60 -0.26 -0.719
C -0.91 -0.31 0.46 -0.388
C -2.17 -0.36 -0.28 0.193
H -1.10 0.04 1.47 0.280
H -0.07 0.57 -1.34 0.321
H 3.67 -0.46 0.21 0.404
H -0.03 1.64 0.05 0.290
H -0.52 -1.34 0.54 0.306

=====

B) 11
Properties=species:S:1:pos:R:3:mulliken_charge:R:1 method="wB97M-V/def2-TZVPD" orbital_gap_ev=7.8896 charge=0 e_homo_ev=-9.41 lumo_ev=-1.5 multiplicity=1
N -2.26 -0.76 -0.10 -0.457
C 0.19 1.45 1.32 -0.864
C 2.74 -0.75 -0.35 -0.930
C 1.84 0.00 0.11 0.658
C -2.25 0.47 0.04 -0.299
C 1.02 0.82 0.66 0.563
H -1.80 1.05 0.90 0.350
H -2.93 1.02 -0.58 0.251
H -3.03 -1.11 -0.71 0.252
H 3.77 -0.93 0.09 0.242
H 2.71 -1.25 -1.36 0.233

=====

C) 11
Properties=species:S:1:pos:R:3:mulliken_charge:R:1 method="wB97M-V/def2-TZVPD" orbital_gap_ev=7.6690 charge=0 e_homo_ev=-7.80 lumo_ev=-0.1 multiplicity=1
N -1.71 1.58 0.04 -0.540
C 0.99 0.92 0.01 -0.894
C -0.24 0.19 0.30 0.477
C -2.27 0.53 -0.07 0.291
C -2.26 -0.83 -0.03 -0.667
C -0.87 -1.00 0.10 -0.392
H -3.05 -1.54 -0.06 0.421
H 0.77 1.99 0.04 0.342
H 1.71 0.71 0.80 0.297
H -0.34 -1.94 0.16 0.389
H 1.42 0.68 -0.97 0.278

=====

D) 11
Properties=species:S:1:pos:R:3:mulliken_charge:R:1 method="wB97M-V/def2-TZVPD" orbital_gap_ev="8.2056 / 8.2062" charge=0 e_homo_ev="-8.10 / -8.10" lumo_ev="0.1 / 0.1" multiplicity=1
N 0.01 1.05 1.62 -0.417
C -1.05 0.15 -1.05 0.212
C 1.60 -0.47 0.39 -0.874
C -2.33 0.06 -1.47 -0.041
C -1.29 -0.35 -2.35 -0.804
C 0.31 0.26 0.77 0.397
H 1.39 -1.32 -0.25 0.297
H 0.46 1.20 2.55 0.288
H 2.11 -1.02 1.23 0.352
H -3.36 0.18 -1.25 0.340
H 2.14 0.26 -0.20 0.251

=====

A) ends up most stable, edging out the next structure by 65.6 kcal/mol.

=====

A) 11
Properties=species:S:1:pos:R:3:mulliken_charge:R:1 method="wB97M-V/def2-TZVPD" orbital_gap_ev=9.9576 charge=0 e_homo_ev=-10.28 lumo_ev=-0.3 multiplicity=1
N 0.22 0.63 3.00 -0.454
C -0.75 0.69 2.36 0.617
C -1.67 0.56 1.32 -0.326
C 0.62 0.10 -1.48 -0.991
C -1.18 0.01 0.33 -0.124
C -0.05 -0.62 -0.32 -0.202
H 0.63 1.18 -1.30 0.328
H 0.60 -0.55 0.58 0.229
H -0.22 -1.68 -0.51 0.317
H 1.66 -0.25 -1.55 0.294
H 0.14 -0.07 -2.44 0.313

=====

B) 11
Properties=species:S:1:pos:R:3:mulliken_charge:R:1 method="wB97M-V/def2-TZVPD" orbital_gap_ev=8.8324 charge=0 e_homo_ev=-8.91 lumo_ev=-0.1 multiplicity=1
N -0.51 2.84 -0.26 -0.418
C 1.37 -0.09 0.28 -0.437
C 2.43 -0.60 -0.01 0.273
C -1.31 -0.68 -0.24 -1.029
C 0.10 0.48 0.60 -0.514
C -0.21 1.79 0.14 0.344
H -2.34 -0.38 0.01 0.351
H -1.03 -0.42 -1.24 0.385
H 3.36 -1.06 -0.26 0.406
H -1.14 -1.74 -0.01 0.338
H -0.73 -0.15 1.00 0.302

=====

A) ends up most stable, edging out the next structure by 36.0 kcal/mol.

=====

A) 9
Properties=species:S:1:pos:R:3:lowdin_spin:R:1 method="wB97M-V/def2-TZVPD" orbital_gap_ev="7.0764 / 6.3705" s_squared=2.005 charge=0 e_homo_ev="-6.26 / -10.39" lumo_ev="0.8 / -4.0" multiplicity=3
O 1.78 -0.13 2.71 0.025
O 1.01 1.06 1.05 0.082
C -1.32 -0.37 -1.14 0.869
C -1.32 0.46 -0.28 0.860
C 1.14 -0.06 1.72 0.011
H -1.40 -1.24 -1.75 0.056
H 0.47 -0.97 1.41 0.007
H -1.45 1.39 0.27 0.059
H 0.21 1.01 0.38 0.032

=====

B) 9
Properties=species:S:1:pos:R:3:lowdin_spin:R:1 method="wB97M-V/def2-TZVPD" orbital_gap_ev="6.7313 / 7.3636" s_squared=2.016 charge=0 e_homo_ev="-6.23 / -9.91" lumo_ev="0.5 / -2.5" multiplicity=3
O -3.31 -0.25 -0.08 0.777
O 0.12 1.45 -0.16 0.045
C 0.44 -0.95 -0.21 0.083
C -0.24 0.17 -0.17 0.291
C -2.22 0.29 0.07 0.652
H -0.05 -1.90 -0.17 0.005
H 1.52 -0.96 -0.27 0.016
H -2.18 1.29 0.53 0.123
H 1.07 1.53 -0.05 0.009

=====

B) ends up most stable, edging out the next structure by 43.3 kcal/mol.

=====

A) 15
Properties=species:S:1:pos:R:3:mulliken_charge:R:1 method="wB97M-V/def2-TZVPD" orbital_gap_ev=11.5389 charge=0 e_homo_ev=-11.06 lumo_ev=0.5 multiplicity=1
O 2.59 0.14 -0.04 -0.709
O 0.19 1.96 0.14 -0.745
O 0.56 -1.73 -0.40 -0.707
O -1.56 -0.49 1.05 -0.712
O -1.57 0.28 -1.13 -0.785
H -0.78 0.76 -0.51 0.371
H -2.13 -1.12 1.60 0.281
H -2.03 -0.51 0.17 0.408
H 0.99 1.25 -0.13 0.491
H 2.35 -0.89 0.08 0.385
H -0.01 -1.26 0.35 0.389
H -2.24 1.15 -1.37 0.325
H 0.33 -1.39 -1.30 0.332
H 3.51 0.22 0.58 0.329
H -0.20 1.64 0.92 0.347

=====

B) 15
Properties=species:S:1:pos:R:3:mulliken_charge:R:1 method="wB97M-V/def2-TZVPD" orbital_gap_ev=10.1672 charge=0 e_homo_ev=-10.02 lumo_ev=0.1 multiplicity=1
O 3.19 -0.81 0.11 -0.626
O -3.76 0.39 -0.66 -0.586
O 2.62 1.60 0.15 -0.652
O 1.17 -1.38 -0.30 -0.628
O -2.75 -0.45 1.01 -0.630
H 2.26 2.49 0.03 0.295
H -4.64 0.67 -0.93 0.279
H 1.84 1.06 0.33 0.338
H 1.32 -1.50 -1.25 0.334
H -3.53 0.99 0.06 0.333
H 0.31 -0.95 -0.25 0.275
H -2.74 -1.32 0.58 0.319
H 3.73 -0.14 0.54 0.324
H 2.82 -0.36 -0.66 0.338
H -1.84 -0.31 1.27 0.287

=====

C) 15
Properties=species:S:1:pos:R:3:mulliken_charge:R:1 method="wB97M-V/def2-TZVPD" orbital_gap_ev=10.9806 charge=0 e_homo_ev=-10.92 lumo_ev=0.1 multiplicity=1
O 2.16 0.02 0.90 -0.623
O -1.17 -0.85 1.41 -0.571
O 1.99 -2.50 -1.16 -0.637
O -2.96 0.01 -0.88 -0.617
O 0.96 3.16 -0.47 -0.632
H -2.98 -0.95 -1.01 0.310
H 1.08 -2.58 -1.47 0.297
H -3.46 0.15 -0.06 0.304
H 1.97 -1.73 -0.58 0.342
H 1.28 0.05 1.30 0.298
H 0.83 2.37 -1.01 0.325
H -1.75 -1.58 1.19 0.295
H 1.15 3.85 -1.11 0.311
H 2.66 0.68 1.38 0.304
H -1.77 -0.11 1.58 0.294

=====

C) ends up most stable, edging out the next structure by 32.0 kcal/mol.

=====

A) 15
Properties=species:S:1:pos:R:3:mulliken_charge:R:1 method="wB97M-V/def2-TZVPD" orbital_gap_ev=9.8072 charge=0 e_homo_ev=-9.82 lumo_ev=0.0 multiplicity=1
O 8.51 11.09 -13.87 -0.789
O 8.63 10.68 -11.26 -0.667
O 7.20 10.53 -9.68 -0.778
O 11.45 11.05 -10.27 -0.649
O 8.45 12.96 -13.05 -0.698
H 8.42 12.03 -13.74 0.375
H 8.33 13.33 -12.18 0.339
H 8.89 9.92 -11.78 0.326
H 8.46 11.36 -11.91 0.427
H 6.88 9.63 -9.76 0.230
H 11.35 11.56 -9.47 0.312
H 7.72 10.84 -14.36 0.292
H 10.56 11.00 -10.63 0.393
H 9.38 13.09 -13.24 0.371
H 7.80 10.63 -10.41 0.515

=====

B) 15
Properties=species:S:1:pos:R:3:mulliken_charge:R:1 method="wB97M-V/def2-TZVPD" orbital_gap_ev=11.6554 charge=0 e_homo_ev=-11.22 lumo_ev=0.4 multiplicity=1
O 2.04 0.57 -1.63 -0.758
O 0.66 1.58 0.52 -0.749
O 0.54 -1.57 -1.22 -0.713
O -2.31 1.30 0.72 -0.696
O -1.28 -1.16 1.09 -0.658
H 1.62 0.95 -0.76 0.466
H -1.70 -2.01 1.01 0.298
H -2.46 1.61 1.67 0.331
H 2.88 0.31 -1.31 0.334
H 0.51 0.65 0.89 0.321
H 1.25 -1.00 -1.59 0.393
H -0.58 -1.24 0.46 0.357
H -1.83 0.47 0.68 0.382
H 0.89 -2.42 -0.95 0.308
H -0.22 1.97 0.42 0.384

=====

C) 15
Properties=species:S:1:pos:R:3:mulliken_charge:R:1 method="wB97M-V/def2-TZVPD" orbital_gap_ev=11.9047 charge=0 e_homo_ev=-11.56 lumo_ev=0.3 multiplicity=1
O 0.33 -1.81 -3.76 -0.631
O -0.98 -0.33 0.72 -0.640
O 2.73 3.55 1.63 -0.640
O -2.53 4.61 2.92 -0.640
O 0.29 -6.36 -1.05 -0.637
H -2.63 5.09 2.10 0.318
H 1.06 -1.34 -3.35 0.321
H 0.41 -1.61 -4.69 0.311
H 2.09 2.93 1.27 0.323
H 3.58 3.12 1.48 0.317
H -1.83 5.06 3.39 0.321
H -0.89 -0.88 -0.05 0.318
H -1.93 -0.25 0.85 0.321
H 0.26 -5.43 -1.31 0.316
H 0.02 -6.36 -0.13 0.320

=====

B) ends up most stable, edging out the next structure by 14.7 kcal/mol.

=====

A) 14
Properties=species:S:1:pos:R:3:mulliken_charge:R:1 method="wB97M-V/def2-TZVPD" orbital_gap_ev=5.7557 charge=-1 e_homo_ev=-2.12 lumo_ev=3.6 multiplicity=1
Br 2.02 -1.23 -1.20 -0.348
O -0.76 -0.72 1.57 -0.745
O -0.81 1.24 -0.75 -0.360
O -0.24 -2.39 0.05 -0.538
C 1.51 0.94 0.74 -0.833
C -1.87 1.02 -1.31 -0.190
C 1.06 -0.37 0.24 0.200
C 0.03 -1.13 0.72 0.388
H -1.96 1.10 -2.48 0.192
H -2.76 0.77 -0.70 0.250
H 2.63 1.09 0.69 0.288
H 0.88 1.65 0.08 0.164
H 1.24 0.94 1.81 0.239
H -0.97 -2.92 0.55 0.292

=====

B) 14
Properties=species:S:1:pos:R:3:mulliken_charge:R:1 method="wB97M-V/def2-TZVPD" orbital_gap_ev=8.2464 charge=-1 e_homo_ev=-4.67 lumo_ev=3.6 multiplicity=1
Br -0.66 2.15 1.10 -0.378
O -1.12 -1.66 -0.42 -0.718
O -2.50 0.10 -0.27 -0.646
O 1.04 -0.06 0.38 -0.368
C -0.08 0.45 -0.13 0.681
C 0.33 1.05 -1.50 -1.344
C 0.85 -1.06 1.41 -0.708
C -1.42 -0.44 -0.30 0.514
H 1.65 -1.84 1.33 0.197
H 0.87 -0.52 2.30 0.318
H 1.11 1.69 -1.30 0.436
H 0.66 0.12 -2.08 0.280
H -0.11 -1.49 1.31 0.363
H -0.62 1.51 -1.82 0.373

=====

B) ends up most stable, edging out the next structure by 48.8 kcal/mol.